No. 1
42
Properties=species:S:1:pos:R:3:forces:R:3:lowdin_charge:R:1 method="wB97M-V/def2-TZVPD" smiles=CCOc1ccc(OCCSc2nnnn2-c2ccccc2)cc1 multiplicity=1 energy_ha=-1426.23760 charge=0 e_above_lowest_kcal_mol=80.0
C -4.16410 -1.82097 0.74561 0.3 0.1 -0.3 -0.06
C -3.51316 -1.26580 -0.51877 -0.4 0.1 0.2 -0.25
O -2.33796 -1.96117 -0.87623 0.2 -0.1 -0.1 -0.05
C -1.18079 -1.73163 -0.19766 0.3 -0.1 0.1 -0.28
C -0.09845 -2.52956 -0.56818 -0.3 0.1 0.1 0.00
C 1.13837 -2.38125 0.02524 0.2 0.1 0.3 -0.02
C 1.32317 -1.41728 1.00995 -0.2 0.1 0.1 -0.30
O 2.50160 -1.17435 1.67681 -0.3 -0.2 0.2 -0.10
C 3.72236 -1.55180 1.09587 0.2 0.0 0.0 -0.25
C 4.01014 -0.85771 -0.24410 -0.4 0.2 0.1 -0.38
S 3.24892 0.80484 -0.26903 0.5 0.0 0.1 1.03
C 1.95619 0.47832 -1.36810 -0.4 0.1 -0.3 -0.60
N 1.97646 -0.46345 -2.29160 0.9 0.3 0.5 0.02
N 0.81889 -0.39128 -2.92377 -0.5 -0.4 -0.7 -0.02
N 0.08752 0.52336 -2.45678 -1.1 0.6 -0.2 0.06
N 0.75585 1.12313 -1.45387 1.5 -1.0 -0.3 -0.03
C 0.16595 2.12913 -0.68348 -0.5 0.5 0.3 -0.21
C 0.91921 2.97664 0.11715 0.0 -0.2 -0.2 -0.03
C 0.27428 3.93183 0.88346 -0.1 0.0 0.1 -0.07
C -1.10403 4.05308 0.84347 0.0 0.1 0.1 -0.09
C -1.84776 3.21924 0.02287 0.0 0.0 0.0 -0.07
C -1.21916 2.25669 -0.74165 0.1 0.0 0.0 -0.03
C 0.24654 -0.62159 1.38474 0.4 -0.2 0.0 -0.01
C -0.99436 -0.77505 0.79582 -0.2 -0.1 -0.1 -0.03
H -3.50194 -1.71595 1.60167 0.0 0.0 0.1 0.07
H -4.38514 -2.87671 0.61124 0.0 -0.1 0.0 0.08
H -5.08974 -1.28843 0.94663 -0.1 0.1 0.1 0.08
H -4.18106 -1.40915 -1.37291 0.1 0.1 0.1 0.12
H -3.31517 -0.19179 -0.41335 0.0 -0.1 -0.1 0.10
H -0.24535 -3.25889 -1.34799 0.0 -0.1 -0.1 0.12
H 1.94925 -3.01696 -0.29436 0.1 0.0 0.0 0.12
H 4.46529 -1.24707 1.83843 -0.1 -0.1 -0.1 0.13
H 3.79143 -2.63987 0.95972 0.0 0.1 0.0 0.12
H 3.58194 -1.38233 -1.09596 0.2 0.0 0.0 0.05
H 5.08156 -0.73084 -0.38590 0.0 0.0 -0.1 0.08
H 1.99435 2.89930 0.13922 0.0 0.1 0.0 0.05
H 0.85788 4.58764 1.51119 0.1 0.1 0.0 0.11
H -1.59830 4.80074 1.44495 0.0 0.1 0.1 0.10
H -2.92206 3.31840 -0.01963 -0.1 0.0 0.0 0.11
H -1.77354 1.59830 -1.39179 -0.1 0.0 0.0 0.10
H 0.40030 0.12759 2.14595 0.0 0.1 0.1 0.13
H -1.79539 -0.12734 1.11506 -0.1 0.0 0.0 0.11

***

No. 2
86
Properties=species:S:1:pos:R:3:forces:R:3:lowdin_spin:R:1 method="wB97M-V/def2-TZVPD" s2=8.76 multiplicity=6 energy_ha=-3397.41070 charge=-2 e_above_lowest_kcal_mol=0.0
Mn -0.90328 0.40752 -0.38236 -0.1 0.2 -0.6 4.67
C -1.94605 0.29676 1.87453 0.1 0.0 0.2 0.01
C -0.89881 -0.67664 1.94250 0.0 0.0 0.1 0.02
C 0.33986 0.06391 2.03097 0.0 -0.1 0.0 0.03
C -0.00907 1.43212 1.97457 0.0 0.1 0.2 0.03
C -1.40434 1.59048 1.92291 0.0 0.0 0.0 0.03
C -2.14011 2.88566 2.21348 0.0 0.1 -0.1 0.00
C -1.92262 3.21339 3.70123 0.0 0.0 0.1 0.00
C -1.58892 4.05452 1.38463 0.1 0.0 0.0 0.00
C -3.64474 2.75208 1.96744 0.0 0.0 -0.1 0.00
C 1.79828 -0.34473 2.31358 -0.1 0.0 0.0 0.00
C 1.91488 -1.01341 3.69364 0.0 0.0 0.0 0.00
C 2.43728 -1.22532 1.23364 0.0 0.0 0.0 0.00
C 2.68359 0.91240 2.37791 0.0 0.0 0.0 0.00
C -1.28737 -2.13017 2.27090 0.1 0.0 0.0 0.00
C -2.64630 -2.49069 1.64281 0.0 0.0 0.1 0.00
C -0.30592 -3.20472 1.79001 0.0 0.1 -0.1 0.00
C -1.44637 -2.25251 3.79658 0.0 0.0 0.1 0.00
H -3.00022 0.07213 1.93390 0.0 0.0 -0.2 0.00
H 0.68491 2.25799 2.03816 0.0 -0.1 -0.1 0.00
H -0.85649 3.34473 3.91612 -0.1 0.0 0.0 0.00
H -2.29651 2.39899 4.33182 0.0 0.1 -0.1 0.00
H -2.45018 4.13852 3.97125 0.0 -0.1 0.0 0.00
H -0.50092 4.13945 1.49865 -0.2 0.0 0.0 0.00
H -2.04219 4.99759 1.71568 0.0 -0.1 0.0 0.00
H -1.81432 3.92767 0.32434 0.0 0.0 0.1 0.00
H -4.08066 1.98013 2.61159 0.0 0.1 0.0 0.00
H -3.84307 2.49200 0.92518 0.0 0.0 0.1 0.00
H -4.14423 3.70240 2.19180 0.0 -0.1 0.0 0.00
H 1.46646 -2.00575 3.72045 0.0 0.0 0.0 0.00
H 1.42008 -0.39788 4.45259 0.0 0.0 0.0 0.00
H 2.97181 -1.11945 3.96812 0.0 0.0 0.0 0.00
H 1.95024 -2.18913 1.11807 0.0 0.0 0.0 0.00
H 3.49323 -1.40683 1.47376 -0.1 0.0 0.0 0.00
H 2.38660 -0.71088 0.27648 0.0 0.0 -0.1 0.00
H 2.38150 1.58197 3.18923 0.0 0.0 -0.1 0.00
H 2.64865 1.46133 1.43203 0.0 0.0 0.1 0.00
H 3.71902 0.60746 2.55405 0.0 0.0 0.0 0.00
H -2.67077 -2.27224 0.57567 0.0 0.0 0.0 0.00
H -3.47112 -1.94722 2.11129 0.1 0.0 0.0 0.00
H -2.83902 -3.56147 1.78143 0.0 0.1 0.0 0.00
H -0.16191 -3.14250 0.70930 0.0 0.0 0.1 0.00
H -0.71474 -4.19488 2.01909 0.0 0.0 0.0 0.00
H 0.66731 -3.13649 2.26977 0.0 0.0 0.0 0.00
H -2.21507 -1.55734 4.14992 0.1 -0.1 0.0 0.00
H -0.51491 -2.01464 4.31703 -0.1 0.0 0.0 0.00
H -1.74637 -3.27297 4.07082 0.0 0.1 0.0 0.00
S -2.53848 2.19633 -1.48161 0.1 0.0 0.0 0.05
C -3.41806 1.28406 -2.67203 -0.1 0.5 -0.1 0.01
C -4.26905 2.05957 -3.54620 0.2 -0.3 0.1 0.00
N -4.94454 2.68927 -4.23720 0.0 0.0 0.0 0.00
C -3.36875 -0.06549 -2.80575 -0.2 -0.4 -0.2 0.01
S -2.43550 -1.13606 -1.81198 0.1 -0.1 0.0 0.05
C -4.15762 -0.69189 -3.84453 0.2 0.2 0.2 0.00
N -4.77888 -1.19899 -4.67304 0.0 0.0 0.0 0.00
C 3.85569 -2.08331 -4.78556 0.0 0.0 0.0 0.00
C 2.78450 -2.04375 -3.71914 0.0 0.1 0.0 0.00
C 2.17608 -3.21574 -3.30233 -0.1 -0.1 0.1 0.00
C 1.15447 -3.14017 -2.34066 0.1 0.0 -0.1 0.00
C 0.43537 -4.39383 -1.89466 0.0 0.1 0.0 0.00
C 0.80967 -1.92051 -1.80993 0.4 0.4 0.0 0.01
C 1.41049 -0.67385 -2.18609 -0.1 0.0 -0.2 0.01
C 2.40781 -0.80894 -3.19016 -0.1 -0.2 0.0 0.00
N 0.98758 0.47744 -1.58957 -0.2 -0.1 0.3 0.03
C 1.49112 1.79029 -2.05095 0.2 -0.1 0.0 0.00
C 3.03854 1.92065 -2.10265 0.0 0.0 0.1 0.00
C 1.06087 2.85221 -1.03534 0.1 0.0 0.1 0.01
C 0.90195 2.14178 -3.42383 0.1 -0.1 -0.1 0.00
H 4.15076 -3.11235 -5.00379 0.0 0.0 0.0 0.00
H 4.74652 -1.53346 -4.47065 0.0 0.0 0.0 0.00
H 3.50312 -1.63024 -5.71737 0.0 0.0 0.0 0.00
H 2.46406 -4.17631 -3.72694 0.0 0.1 0.0 0.00
H 0.41517 -5.13244 -2.69996 0.0 0.0 0.0 0.00
H -0.59614 -4.16986 -1.61179 0.1 0.0 0.0 0.00
H 0.93124 -4.85313 -1.03370 0.0 0.0 0.0 0.00
H 0.02256 -1.88700 -1.07900 -0.2 0.0 0.2 0.01
H 2.89375 0.05661 -3.60297 0.0 0.0 0.0 0.00
H 3.50511 1.27631 -1.34881 0.0 0.0 -0.1 0.00
H 3.31718 2.95758 -1.88702 0.0 -0.1 0.0 0.00
H 3.45481 1.67860 -3.07933 0.1 0.0 0.1 0.00
H 1.60184 2.71278 -0.09275 -0.1 0.0 -0.1 0.00
H 0.00123 2.80389 -0.82738 -0.3 0.0 0.0 0.00
H 1.26829 3.85772 -1.42088 0.0 -0.1 0.0 0.00
H 1.21283 1.39466 -4.16225 -0.1 0.1 0.0 0.00
H 1.23346 3.13473 -3.76170 0.0 -0.1 0.1 0.00
H -0.18615 2.13950 -3.36708 -0.1 0.0 0.0 0.00

***

No. 3
35
Properties=species:S:1:pos:R:3:forces:R:3:lowdin_charge:R:1 method="wB97M-V/def2-TZVPD" multiplicity=1 energy_ha=-1170.59585 charge=-1
Pt -2.88489 0.29014 -0.15204 0.7 -0.2 0.1 0.39
C -0.70769 -3.50625 -1.29681 0.0 -0.1 0.0 -0.04
C 0.40256 -3.38534 -2.04963 0.0 -0.1 0.0 -0.07
C 1.21712 -2.24425 -1.60301 -0.1 0.1 0.0 -0.03
C 0.66272 -1.77578 -0.47512 0.0 -0.1 0.0 -0.14
N -1.23756 -1.11435 -0.29911 0.2 0.2 -0.3 -0.08
C -0.62738 -2.50929 -0.18897 0.0 0.0 0.0 -0.21
C 0.11471 0.79189 -0.86146 0.0 -0.2 0.0 -0.29
C 1.31755 1.68044 -0.73970 0.0 0.2 0.1 -0.10
C 1.18236 3.01536 -0.61361 0.1 -0.2 0.0 -0.16
C -0.10322 3.62636 -0.50483 -0.1 0.0 0.0 -0.15
C -1.19116 2.78049 -0.45891 -0.1 0.1 0.0 -0.24
N -1.15812 1.45955 -0.56710 -0.2 0.0 0.0 -0.17
H -1.44138 -4.29592 -1.37491 0.0 0.0 0.0 0.10
H 0.65135 -4.01950 -2.89100 0.0 0.0 0.0 0.09
H 1.96047 -1.74923 -2.21170 0.0 0.0 0.0 0.10
H -0.80479 -2.91825 0.80388 0.0 0.0 0.0 0.15
H 2.29937 1.22480 -0.81121 0.0 0.0 0.0 0.09
H 2.07740 3.62926 -0.56765 0.0 0.0 0.0 0.09
H -0.23135 4.69326 -0.40402 0.0 0.0 0.0 0.06
H -2.18614 3.17782 -0.28479 0.0 0.0 0.0 0.09
C -0.30455 0.94151 2.20258 0.0 0.0 0.0 -0.07
C 0.30918 -0.29540 1.54724 0.0 0.1 -0.1 -0.34
C 1.80206 -0.36108 1.87158 0.1 0.0 0.0 -0.06
C 0.09640 -0.46187 0.02767 -0.1 0.0 0.0 -0.33
H -0.07983 0.90593 3.27313 0.0 0.0 0.0 0.07
H -1.38466 0.97460 2.06949 0.0 0.0 0.0 0.04
H 0.11643 1.86463 1.80098 0.0 0.0 0.0 0.07
H -0.16920 -1.16741 2.00714 0.0 0.0 0.0 0.13
H 2.31727 0.51847 1.48458 0.0 0.0 0.0 0.07
H 2.27429 -1.25078 1.44725 0.0 0.0 0.0 0.07
H 1.94731 -0.38186 2.95398 0.0 0.0 0.0 0.07
H -1.34160 -0.98786 -1.31211 0.1 -0.1 0.0 0.08
H 0.06106 0.37110 -1.89543 0.0 0.0 0.0 0.14
S -4.95612 0.47880 0.07362 -0.7 0.2 0.1 -0.45

***

No. 4
27
Properties=species:S:1:pos:R:3:forces:R:3:lowdin_charge:R:1 method="wB97M-V/def2-TZVPD" smiles=Cc1c[nH]c2ccccc12.CC multiplicity=1 energy_ha=-482.85281 charge=0 e_above_lowest_kcal_mol=39.1
C -1.26901 1.32327 0.22033 2.3 -0.1 -4.9 -0.04
C 0.11680 0.82269 0.45243 1.0 -2.1 -0.5 -0.22
C 1.04965 0.41413 -0.53786 -1.9 0.3 2.3 -0.05
N 2.16378 -0.05273 0.10366 1.0 -0.6 0.3 0.05
C 1.97691 -0.02879 1.47315 -0.6 -0.7 0.1 -0.22
C 2.74144 -0.56244 2.51684 2.5 -0.1 -1.5 -0.06
C 2.29314 -0.54866 3.79209 -0.7 -1.2 2.0 -0.11
C 0.95645 -0.12212 4.01857 0.3 0.4 1.1 -0.11
C 0.15641 0.41237 3.03752 1.5 0.2 -0.2 -0.03
C 0.68061 0.44301 1.72169 -0.3 0.7 -0.5 -0.14
H -1.75084 1.71527 1.02980 -1.6 0.3 2.2 0.03
H -1.82861 0.68318 -0.55907 0.4 0.9 1.7 0.10
H -0.92514 2.21633 -0.35555 -1.3 -0.1 0.0 0.09
H 0.82929 0.07989 -1.53381 0.2 0.6 -0.5 0.10
H 2.93059 -0.53056 -0.36522 -0.4 0.3 0.4 0.16
H 3.75139 -0.94155 2.24595 -0.7 0.2 0.4 0.12
H 2.84805 -1.00526 4.70197 -0.7 0.9 -2.0 0.13
H 0.62784 -0.13171 5.06646 -0.1 0.1 -0.5 0.10
H -0.70827 0.96656 3.32490 -0.8 -0.1 -0.1 0.10
C -1.34732 -0.73127 -3.90285 0.4 2.3 -0.4 -0.18
C -2.83454 -0.61058 -3.63681 -0.8 1.1 -0.4 -0.17
H -0.93776 -1.65181 -4.18410 0.0 -2.1 0.3 0.04
H -0.95625 -0.15506 -4.76012 -0.6 0.5 0.3 0.07
H -0.82002 -0.35137 -3.03257 0.3 -0.1 0.1 0.03
H -3.02952 -0.98607 -2.60566 -0.4 0.4 -0.9 0.07
H -3.43227 -1.09576 -4.39097 -0.1 -1.1 0.0 0.04
H -3.28282 0.42903 -3.84078 1.2 -1.0 1.1 0.09

***

> Which of these has the highest multiplicity?

C33H47MnN3S2